DFT (ωB97M-V with the def2-TZVPD basis set) results for C17H17Cl2F3N4O3Ru as an isolated structure in a non-equilibrium geometry.

```
! RIJCOSX wB97M-V def2-TZVPD def2/J DEFGRID3
* xyz 2 5
Ru 0.37 0.48 -0.17
Cl -2.47 0.83 0.38
Cl -5.32 0.96 -1.38
F 0.43 3.11 0.84
F -0.12 3.00 -1.26
F 1.94 2.78 -0.66
O 0.19 -2.00 -0.27
O 3.94 -0.45 1.39
O 4.10 -0.30 -1.37
N -1.97 -2.68 0.28
N 2.23 0.12 -0.07
N 0.55 0.35 2.02
N 0.75 0.36 -2.23
C 1.48 0.39 4.65
C -2.40 -1.48 0.27
C 2.56 0.06 -3.76
C 0.35 0.43 -4.57
C 2.95 -0.04 -1.29
C -0.28 0.54 3.06
C 2.82 -0.10 1.18
C 0.68 2.47 -0.32
C 2.06 0.14 -2.48
C 1.69 0.22 -4.83
C -2.80 -3.88 0.58
C 2.35 0.17 3.60
C 0.14 0.59 4.37
C -2.46 2.60 0.43
C -0.58 -2.89 -0.08
C 1.85 0.16 2.31
C -0.09 0.49 -3.26
H 1.84 0.40 5.67
H 3.41 0.01 3.74
H -0.36 0.56 -5.38
H -1.10 0.72 1.00
H -0.59 0.76 5.15
H -2.98 -4.43 -0.34
H -4.24 0.91 -0.69
H -1.13 0.68 -3.02
H -2.28 -4.50 1.31
H -1.66 0.77 -1.05
H -3.13 0.86 1.74
H 2.05 0.16 -5.84
H 3.62 -0.10 -3.90
H -3.75 -3.53 0.99
H -0.30 -3.95 -0.13
H -1.34 0.68 2.85
H -3.00 3.54 0.56
*
```

Summary:
expectation value of S²	6.03
HOMO-LUMO gap (alpha / beta)	7.7 / 6.7	eV
energy above the lowest of the compared OMol25 structures with the same formula, charge and spin	1434.2	kJ/mol
LUMO (alpha / beta)	-7.86 / -8.84	eV

DFT (ωB97M-V with the def2-TZVPD basis set) results for C4H5AlO as an isolated structure in a non-equilibrium geometry.

```
! RIJCOSX wB97M-V def2-TZVPD def2/J DEFGRID3
* xyz 2 1
Al 2.46 0.12 -0.44
O 1.34 0.56 0.76
C -0.49 -0.86 0.12
C 0.92 -0.41 0.05
C -1.56 0.17 0.29
C -2.60 0.31 -0.52
H -0.28 -1.48 1.06
H -1.45 0.84 1.15
H -0.68 -1.54 -0.73
H -2.77 -0.36 -1.37
H -3.37 1.07 -0.33
*
```

Summary:
HOMO-LUMO gap (alpha / beta)	9.4 / 4.7	eV
energy above the lowest of the compared OMol25 structures with the same formula, charge and spin	79.7	kJ/mol
LUMO (alpha / beta)	-11.35 / -13.74	eV

DFT (ωB97M-V with the def2-TZVPD basis set) results for a 2-piece molecular cluster, C10H16O overall in a non-equilibrium geometry.

```
! RIJCOSX wB97M-V def2-TZVPD def2/J DEFGRID3
* xyz 0 1
O 1.80 -2.12 3.63
C -0.09 0.47 1.01
C -0.66 -0.78 1.27
C 0.00 -1.66 2.10
C -0.78 1.51 0.16
C 0.34 0.09 -4.08
C 0.11 -1.13 -3.21
C 1.12 0.80 1.61
C -1.96 2.14 0.90
C 1.82 -0.13 2.37
C 1.18 -1.30 2.74
H 1.34 0.18 -4.49
H -1.59 2.46 1.87
H 1.49 -3.03 3.57
H -1.11 0.99 -0.76
H 2.69 0.25 2.89
H -1.51 -1.02 0.65
H 1.42 1.84 1.58
H 0.19 1.00 -3.50
H -0.03 2.18 -0.27
H -2.49 2.86 0.29
H -0.65 -0.93 -2.47
H -0.34 0.16 -4.93
H -2.59 1.29 1.15
H -0.29 -2.00 -3.75
H -0.40 -2.65 2.30
H 0.99 -1.46 -2.66
*
```

Summary:
HOMO-LUMO gap	9.2	eV
energy above the lowest of the compared OMol25 structures with the same formula, charge and spin	115.4	kJ/mol
LUMO	0.82	eV
SMILES string	CCc1ccc(O)cc1.CC

DFT (ωB97M-V with the def2-TZVPD basis set) results for C3Cl3F3O in the gas phase in a non-equilibrium geometry.

```
! RIJCOSX wB97M-V def2-TZVPD def2/J DEFGRID3
* xyz 0 1
Cl -0.57 0.61 -2.60
Cl -0.97 -1.87 -0.54
Cl 1.83 -0.85 -0.75
F -0.40 -1.18 2.25
F 0.48 1.75 -0.53
F -1.58 1.15 -0.23
O 1.15 0.39 1.89
C 0.12 -0.56 -0.08
C 0.32 -0.34 1.46
C -0.38 0.88 -0.86
*
```

Summary:
HOMO-LUMO gap	11.2	eV
energy above the lowest of the compared OMol25 structures with the same formula, charge and spin	0.0	kJ/mol
LUMO	-0.38	eV
SMILES string	O=C(F)C(Cl)(Cl)C(F)(F)Cl

DFT (ωB97M-V with the def2-TZVPD basis set) results for C24H43AsNO2P2PtSi as an isolated structure.

```
! RIJCOSX wB97M-V def2-TZVPD def2/J DEFGRID3
* xyz 1 1
Pt 0.33 0.62 0.67
As -2.36 -2.13 -0.61
P -0.67 1.62 2.46
P 1.27 -0.72 2.28
Si -1.20 3.12 -1.05
O -1.96 -1.00 0.53
O 1.55 -0.36 -0.87
N -0.18 1.70 -1.08
C 1.80 -2.74 -1.16
C 2.32 -1.52 -0.76
C -0.88 3.37 2.87
C 3.85 -3.78 -0.45
C 0.47 1.25 -2.21
C 1.36 0.18 -2.17
C -1.76 3.92 -2.64
C 0.30 1.79 -3.50
C -4.25 -2.46 -0.62
C -2.30 0.91 2.85
C 0.26 1.09 3.94
C -0.18 4.47 -0.23
C 0.96 1.30 -4.61
C 4.37 -2.54 -0.09
C 0.40 -0.42 3.84
C 2.58 -3.87 -1.00
C -2.82 2.62 -0.26
C 3.60 -1.40 -0.25
C 2.98 -0.26 2.72
C -1.88 -1.58 -2.38
C -1.55 -3.83 -0.21
C 1.29 -2.53 2.21
C 2.06 -0.32 -3.25
C 1.85 0.24 -4.50
H -2.26 3.24 -3.33
H 0.09 3.87 2.95
H -0.91 -1.08 -2.36
H -2.42 -0.05 2.34
H 2.19 -4.83 -1.31
H 4.46 -4.67 -0.33
H 3.69 -0.90 2.21
H -2.49 4.68 -2.36
H -0.59 -0.89 3.76
H -2.63 -0.86 -2.72
H 0.82 -2.78 -1.60
H 0.27 -2.89 2.18
H -0.37 2.62 -3.63
H -0.51 -3.66 0.07
H -1.48 3.90 2.13
H 5.37 -2.47 0.31
H 0.79 1.76 -5.57
H 3.98 -0.42 -0.02
H 0.37 4.11 0.64
H 1.82 -2.90 1.33
H -1.60 -4.51 -1.05
H -4.76 -1.59 -1.01
H -3.56 2.49 -1.05
H -2.39 0.79 3.93
H 0.92 -0.86 4.69
H -0.76 5.35 0.05
H 0.57 4.79 -0.96
H -2.09 -4.25 0.64
H -1.38 3.39 3.83
H -2.75 1.67 0.26
H -0.96 4.44 -3.18
H 2.76 -1.13 -3.13
H 3.19 0.78 2.45
H 1.23 1.59 3.94
H -3.23 3.37 0.42
H 3.12 -0.39 3.80
H -4.56 -2.64 0.40
H -3.09 1.57 2.51
H 2.38 -0.14 -5.36
H -4.49 -3.33 -1.24
H 1.79 -2.90 3.11
H -1.86 -2.43 -3.07
H -0.27 1.40 4.84
*
```

Summary:
HOMO-LUMO gap	7.0	eV
energy above the lowest of the compared OMol25 structures with the same formula, charge and spin	141.6	kJ/mol
LUMO	-2.48	eV